Entry 1:
Here is a structure of composition C24H15F5IrN6OSbSe5Te at a distorted geometry from OMol25. Energies are from ωB97M-V/def2-TZVPD.

Values from the calculation:
Expectation value of S² ... 0.775
Total charge ... -1
Multiplicity ... 2
Calculated total energy ... -14446.6706 a.u.
LUMO level (spin up / spin down) ... 0.5 / 0.5 eV
E_HOMO (spin up / spin down) ... -4.3 / -4.0 eV
Kohn-Sham gap (spin up / spin down) ... 0.17789 / 0.16729 Eh

Geometry (Å):
Ir: 0.0498 0.5424 0.5315
C: -5.1137 -1.0591 2.2388
C: -4.6210 -0.1145 1.3546
C: -3.2676 0.1782 1.3264
C: -2.4178 -0.4680 2.1992
C: -2.9016 -1.4061 3.1042
C: -4.2516 -1.7002 3.1172
N: -1.0142 -0.1550 2.1482
N: -0.4028 -0.3437 3.2338
C: 0.9046 0.1215 3.2027
C: 1.6901 0.0499 4.3534
C: 2.9434 0.6248 4.3353
C: 3.3830 1.2781 3.1802
C: 2.5936 1.3431 2.0422
C: 1.3300 0.7484 2.0213
H: -6.1708 -1.2939 2.2445
H: -5.2848 0.3892 0.6661
H: -2.8979 0.9979 0.7226
H: -2.2179 -1.9017 3.7788
H: -4.6307 -2.4386 3.8127
H: 1.2940 -0.4363 5.2364
H: 3.5754 0.5916 5.2135
H: 4.3591 1.7494 3.1767
H: 2.9587 1.8677 1.1671
Se: -3.6886 6.7019 -1.5195
Sb: -1.6279 5.8868 -0.6037
Se: -0.6583 2.8294 1.1336
Se: -1.8544 3.2961 -0.8581
Se: 0.3824 6.0363 -2.1595
Se: 4.1402 -2.2493 -5.2904
N: 3.2925 -3.0151 -3.9213
C: 2.7894 -2.0521 -3.2022
C: 2.0155 -2.2767 -1.9873
C: 1.7179 -3.5447 -1.4935
C: 0.9761 -3.6556 -0.3403
C: 0.5393 -2.4989 0.2942
N: 0.8179 -1.2900 -0.1739
C: 1.5416 -1.1650 -1.3005
C: 1.7872 0.1951 -1.7723
N: 1.2550 1.1934 -1.0366
C: 1.4261 2.4501 -1.4330
C: 2.1426 2.7702 -2.5846
C: 2.6904 1.7634 -3.3400
C: 2.5145 0.4401 -2.9294
C: 3.0382 -0.7034 -3.6676
N: 3.7406 -0.5953 -4.7603
H: 2.0680 -4.4159 -2.0308
H: 0.7096 -4.6194 0.0683
H: -0.0657 -2.5369 1.1903
H: 0.9771 3.2240 -0.8234
H: 2.2234 3.8139 -2.8556
H: 3.2442 1.9672 -4.2469
F: -2.6819 -0.4508 -3.5536
Te: -2.5313 -0.9261 -1.7631
F: -3.8669 0.3381 -1.4682
F: -2.3281 -1.9677 -0.2037
F: -3.9811 -2.0633 -2.0166
F: -1.4030 -2.2516 -2.4855
O: -1.2321 0.2068 -1.2724

Atoms 1-3, force components in eV/Å:
-0.189 0.331 0.344
-0.091 -0.004 -0.051
-0.124 -0.038 -0.044

Atomic partial charges in e from the Löwdin method, atoms 1 to 4: number 1, Ir, carries 1.067; number 2, C, carries -0.076; number 3, C, carries -0.065; number 4, C, carries -0.089

Entry 2:
Here is a structure of composition C24H16AuCl2F6N3O6S4 at a distorted geometry from OMol25. Energies are from ωB97M-V/def2-TZVPD.

Values from the calculation:
Calculated total energy ... -4787.7928 a.u.
LUMO level (spin up / spin down) ... -3.6 / -3.6 eV
E_HOMO (spin up / spin down) ... -8.1 / -8.1 eV
Kohn-Sham gap (spin up / spin down) ... 0.16488 / 0.16493 Eh

Geometry (Å):
Au: -0.0026 1.2401 0.0829
Cl: -1.3816 2.0671 2.0199
C: -2.9240 1.3071 1.8687
C: -3.8594 1.5401 2.8597
C: -5.1067 0.9430 2.7811
C: -5.4101 0.1106 1.7166
C: -4.4637 -0.1233 0.7343
Cl: -4.8309 -1.1600 -0.5670
C: -3.1861 0.4735 0.7784
S: -2.0794 0.1514 -0.5234
H: -3.6050 2.1772 3.6913
H: -5.8375 1.1286 3.5522
H: -6.3775 -0.3598 1.6373
C: -4.5306 -0.3917 -4.1265
C: -3.0780 -0.2025 -3.8274
C: -2.4834 1.0469 -3.9996
C: -1.1441 1.2298 -3.7123
C: -0.4117 0.1572 -3.2348
C: -0.9755 -1.0904 -3.0492
C: -2.3147 -1.2617 -3.3490
S: 1.3366 0.3391 -3.0191
O: 1.9725 -0.9365 -3.0771
O: 1.8187 1.3612 -3.9088
N: 1.4928 1.0167 -1.4548
C: 2.7270 1.2202 -1.0049
C: 3.8856 0.8997 -1.7380
C: 5.1491 1.1516 -1.2305
C: 5.3331 1.7246 0.0084
C: 4.2150 2.0625 0.7982
C: 4.3177 2.6205 2.0883
C: 3.1744 2.9247 2.7855
C: 1.9355 2.6801 2.1898
N: 1.8202 2.1607 0.9888
C: 2.9106 1.8258 0.2870
H: -4.7785 -0.0039 -5.1134
H: -5.1285 0.1480 -3.3923
H: -4.7996 -1.4433 -4.0791
H: -3.0751 1.8745 -4.3630
H: -0.6436 2.1746 -3.8674
H: -0.3726 -1.8974 -2.6652
H: -2.7741 -2.2267 -3.2031
H: 3.7737 0.4307 -2.6985
H: 6.0076 0.8763 -1.8241
H: 6.3242 1.9112 0.3929
H: 5.2922 2.7985 2.5214
H: 3.2143 3.3462 3.7772
H: 1.0184 2.9229 2.7066
F: 4.1194 -0.8262 2.0927
C: 2.9881 -1.3821 2.5676
F: 2.5472 -0.5573 3.5160
F: 3.3213 -2.5382 3.1243
S: 1.7443 -1.5451 1.1369
O: 0.7735 -0.5221 1.4972
O: 2.5479 -1.2675 -0.0083
N: 1.1471 -2.9756 1.1806
S: -0.0262 -3.0452 2.2737
O: -1.3084 -2.6621 1.7742
O: 0.3865 -2.5220 3.5359
C: -0.0855 -4.9178 2.4770
F: -0.8869 -5.2764 3.4836
F: 1.1264 -5.3990 2.7360
F: -0.5396 -5.5093 1.3746

Atoms 1-3, force components in eV/Å:
0.203 0.695 0.472
0.866 -0.028 -0.629
-1.214 -0.861 -0.371

Atomic partial charges in e from the Löwdin method, atoms 1 to 4: number 1, Au, carries 0.872; number 2, Cl, carries 0.829; number 3, C, carries -0.620; number 4, C, carries -0.100